Entry 1:
The molecule C14H18N2O5. Source: the Open Molecules 2025 dataset; level of theory: ωB97M-V with the def2-TZVPD basis set.

Positions of all 39 atoms, in Å:
N  -0.09802  -2.55148  -2.86280
C  -0.31075  -1.31285  -2.09476
C  -1.17737  -1.56565  -0.82370
C  -0.27624  -2.30990  0.13444
C  -0.96124  -2.78553  1.45870
O  -2.12208  -3.07575  1.60996
O  -0.10951  -2.75435  2.49873
C  1.03281  -0.65367  -1.81561
O  2.02447  -1.35571  -1.81709
N  1.05814  0.71425  -1.76395
C  -0.05186  1.53199  -1.47948
C  0.11522  2.41240  -0.13044
C  0.27695  1.67769  1.21269
C  1.50038  1.38715  1.80916
C  1.65439  1.00965  3.15684
C  0.52097  0.89595  3.90572
C  -0.69551  1.04083  3.33376
C  -0.85022  1.53295  2.02499
C  -0.50955  2.39091  -2.66650
O  -1.33601  3.25490  -2.55112
O  -0.07032  2.11932  -3.88252
H  0.76948  -2.94822  -2.52383
H  0.11592  -2.25974  -3.77829
H  -0.90758  -0.66528  -2.72606
H  -1.56868  -0.67802  -0.42554
H  -2.03102  -2.15923  -1.22384
H  0.62648  -1.76366  0.45672
H  0.04083  -3.28737  -0.32021
H  -0.67171  -3.10190  3.19714
H  2.04608  1.12302  -1.75194
H  -0.88222  0.83005  -1.32702
H  1.01457  3.03335  -0.27258
H  -0.78448  3.09799  -0.15436
H  2.39325  1.44887  1.16708
H  2.61979  0.96458  3.50525
H  0.51039  0.63316  4.96767
H  -1.57104  0.93911  3.98977
H  -1.86526  1.80364  1.79051
H  0.53056  1.38653  -3.82750

SMILES: N[C@@H](CCC(=O)O)C(=O)N[C@@H](Cc1ccccc1)C(=O)O
Relative energy (zero: lowest compared OMol25 entry of this formula, charge and spin) in eV: 1.542
LUMO in eV: 0.34
Kohn-Sham gap in eV: 10.00
DFT total energy in eV: -28028.315
Spin multiplicity: 1
Highest occupied orbital energy in eV: -9.67
Maximum force in Eh/bohr: 0.067



Entry 2:
C30H24AuCl4NOSi as an isolated structure. Source: the Open Molecules 2025 dataset; level of theory: ωB97M-V with the def2-TZVPD basis set.

Positions of all 62 atoms, in Å:
Au  -0.53469  0.45807  -1.64113
Cl  5.54050  4.36523  -1.85076
C  3.89931  3.80249  -1.90173
C  3.58750  2.67345  -2.63743
C  2.28105  2.22289  -2.64633
Cl  1.94670  0.77672  -3.55980
C  1.24126  2.84412  -1.92259
O  -0.00525  2.43201  -1.91005
C  1.61977  4.01127  -1.23177
Cl  0.41336  4.90067  -0.37095
C  2.91908  4.48479  -1.20538
H  4.34717  2.14626  -3.19567
H  3.15578  5.37678  -0.64438
Cl  -3.07638  0.26732  -1.90530
C  -0.76469  -5.93351  -2.36735
C  -0.60471  -4.45008  -2.23701
C  0.30252  -3.89394  -1.34112
C  0.41760  -2.52365  -1.25123
N  -0.32050  -1.68922  -1.98770
C  -1.18976  -2.20895  -2.86333
C  -1.34578  -3.57147  -3.01955
H  -0.44565  -6.44639  -1.46143
H  -0.15678  -6.30509  -3.19466
H  -1.80063  -6.19858  -2.57448
H  0.91239  -4.51925  -0.70340
H  1.12579  -2.06985  -0.57135
H  -1.79884  -1.50445  -3.41249
H  -2.06949  -3.93898  -3.73455
C  3.68032  1.85313  2.02622
C  2.59524  1.92003  2.89053
C  1.34659  1.49371  2.46646
C  1.16577  0.97770  1.17838
C  2.26908  0.90615  0.32994
C  3.51708  1.34617  0.74576
Si  -0.56318  0.45417  0.70957
C  -0.94203  -1.28751  1.25312
C  -0.03580  -1.99385  2.04681
C  -0.31105  -3.29311  2.45138
C  -1.49322  -3.90218  2.05484
C  -2.40352  -3.20966  1.26550
C  -2.13435  -1.90965  0.87010
C  -1.91704  1.61860  1.21316
C  -2.64822  1.28892  2.35952
C  -3.64206  2.13246  2.83225
C  -3.92809  3.30704  2.15275
C  -3.22253  3.63424  1.00333
C  -2.22353  2.79783  0.53444
H  4.65204  2.20262  2.35032
H  2.71936  2.31920  3.88869
H  0.50049  1.58392  3.13979
H  2.15555  0.50138  -0.67026
H  4.35761  1.30185  0.06498
H  0.89557  -1.52755  2.34967
H  0.39535  -3.82799  3.07317
H  -1.70846  -4.91713  2.36463
H  -3.32627  -3.68385  0.95634
H  -2.83545  -1.37688  0.23442
H  -2.44753  0.36256  2.88643
H  -4.19816  1.86722  3.72208
H  -4.71083  3.96229  2.51338
H  -3.45745  4.54112  0.46151
H  -1.69793  3.04842  -0.37629

Relative energy (zero: lowest compared OMol25 entry of this formula, charge and spin) in eV: 0.284
LUMO in eV: -1.29
Kohn-Sham gap in eV: 6.75
DFT total energy in eV: -96698.181
Spin multiplicity: 1
Highest occupied orbital energy in eV: -8.04
Maximum force in Eh/bohr: 0.013



Entry 3:
A 2-piece molecular cluster, C2F6N2O2 overall. Source: the Open Molecules 2025 dataset; level of theory: ωB97M-V with the def2-TZVPD basis set.

Positions of all 12 atoms, in Å:
C  1.42412  -0.79518  0.01369
C  -2.12422  -0.20285  -0.04698
N  0.44267  0.14439  -0.08049
N  0.58315  1.43514  0.01840
O  1.72202  1.78170  -0.00580
O  -0.43373  2.05549  0.05529
F  0.84185  -2.00744  -0.18653
F  2.41082  -0.75091  -0.89430
F  2.04510  -0.80821  1.22957
F  -2.57438  0.26747  -1.15073
F  -2.30703  0.36645  1.06294
F  -2.03036  -1.48604  -0.01506

Relative energy (zero: lowest compared OMol25 entry of this formula, charge and spin) in eV: 2.853
LUMO (alpha / beta) in eV: -2.76 / -2.76
Kohn-Sham gap (alpha / beta) in eV: 7.49 / 7.49
DFT total energy in eV: -25447.282
Spin multiplicity: 1
Highest occupied orbital energy (alpha / beta) in eV: -10.25 / -10.25
Maximum force in Eh/bohr: 0.106



Entry 4:
C27H25NO2S5W as an isolated structure. Source: the Open Molecules 2025 dataset; level of theory: ωB97M-V with the def2-TZVPD basis set.

Positions of all 61 atoms, in Å:
W  -0.60164  -0.62769  -0.71658
S  1.40839  -1.05039  -2.15564
C  1.82873  0.26869  -3.21419
C  2.90775  0.17455  -4.09799
C  3.31502  1.30117  -4.78380
C  2.65190  2.52390  -4.63676
C  1.55092  2.62549  -3.81112
C  1.16611  1.48624  -3.11203
S  -0.31150  1.28281  -2.23566
C  -0.82628  2.78904  -1.44966
C  -1.96981  2.37697  -0.55844
C  -2.70209  3.36896  0.06282
C  -3.78193  3.01288  0.84376
C  -4.11839  1.67901  0.93046
C  -3.36509  0.72629  0.27503
C  -3.78388  -0.70719  0.27323
S  -2.37214  -1.74049  0.81252
C  -2.75379  -3.23446  -0.04923
C  -3.33851  -4.29599  0.62068
C  -3.63822  -5.45495  -0.08578
C  -3.34674  -5.53907  -1.43819
C  -2.74626  -4.47591  -2.10446
C  -2.44822  -3.31949  -1.40308
S  -1.69905  -1.96439  -2.26191
N  -2.25492  1.06009  -0.43657
H  3.42954  -0.76569  -4.21555
H  4.16435  1.23476  -5.44985
H  2.98569  3.38885  -5.19237
H  1.00155  3.55390  -3.72854
H  -1.16671  3.48846  -2.21342
H  -0.00297  3.23366  -0.88925
H  -2.43385  4.40723  -0.07949
H  -4.36616  3.76875  1.35128
H  -4.97946  1.36620  1.50481
H  -4.02997  -1.01954  -0.74319
H  -4.64450  -0.87099  0.91644
H  -3.55015  -4.22535  1.67967
H  -4.08798  -6.29307  0.42772
H  -3.57235  -6.44476  -1.98418
H  -2.50045  -4.55386  -3.15511
C  5.47326  -1.18071  3.71625
C  4.22145  -0.55124  3.17762
C  2.96517  -0.94304  3.63779
C  1.80719  -0.37074  3.13723
C  1.91911  0.60498  2.16157
C  3.15189  1.00379  1.66473
C  4.29683  0.42817  2.18595
S  0.47068  1.38606  1.51457
C  0.35730  2.79315  2.61476
O  -0.71665  0.47438  1.71950
H  5.27568  -1.74587  4.62467
H  6.22583  -0.42441  3.93732
H  5.90206  -1.86402  2.98117
H  2.89319  -1.70568  4.40271
H  0.83173  -0.68087  3.49019
H  3.22291  1.75227  0.88335
H  5.26610  0.73699  1.81526
H  0.32441  2.42196  3.63908
H  -0.55082  3.34460  2.37358
H  1.24038  3.41155  2.46397
O  0.40535  -1.42595  0.36236

Relative energy (zero: lowest compared OMol25 entry of this formula, charge and spin) in eV: 0.000
Charge: +2
LUMO in eV: -7.48
Kohn-Sham gap in eV: 6.24
DFT total energy in eV: -89978.526
Spin multiplicity: 1
Highest occupied orbital energy in eV: -13.72
Maximum force in Eh/bohr: 0.025



What is the spin multiplicity in the fourth record?
1



maximum force of number 2 (C30H24AuCl4NOSi)?
0.013 Eh/bohr



Which formula does entry 1 have?
C14H18N2O5